Entry 1:
{
  "formula": "C4H7ClS",
  "method": "ωB97M-V/def2-TZVPD",
  "symbols": ["C", "C", "Cl", "C", "C", "S", "H", "H", "H", "H", "H", "H", "H"],
  "coordinates": [[1.4355, 0.2682, 1.7599], [0.1755, -0.0970, 0.8184], [0.6412, -1.5395, -0.1929], [-1.2299, 0.2296, 1.1196], [-0.3295, 1.0486, 0.0384], [-0.7317, 0.7370, -1.6396], [2.2532, 0.6051, 1.0916], [1.6930, -0.6589, 2.2045], [1.1770, 1.0783, 2.4925], [-1.5424, 0.6689, 2.0215], [-2.0475, -0.3777, 0.5938], [0.1331, 2.0020, 0.4764], [-1.1679, 2.3651, -1.7862]],
  "lowdin_charge": [-0.07, -0.88, 0.58, -0.11, -0.74, 0.64, 0.08, 0.04, 0.09, 0.07, 0.12, 0.13, 0.04],
  "smiles": "C[C@@]1(Cl)C[C@@H]1S",
  "lumo_energy_ev": 0.264,
  "charge": 0,
  "multiplicity": 1
}


Entry 2:
{
  "formula": "C50H144F6N3O34S2V",
  "method": "ωB97M-V/def2-TZVPD",
  "symbols": ["V", "C", "F", "F", "F", "S", "O", "O", "N", "S", "O", "O", "C", "F", "F", "F", "N", "O", "O", "O", "N", "O", "O", "O", "C", "C", "O", "H", "H", "H", "H", "H", "H", "C", "C", "O", "H", "H", "H", "H", "H", "H", "C", "C", "O", "H", "H", "H", "H", "H", "H", "C", "C", "O", "H", "H", "H", "H", "H", "H", "C", "C", "O", "H", "H", "H", "H", "H", "H", "C", "C", "O", "H", "H", "H", "H", "H", "H", "C", "C", "O", "H", "H", "H", "H", "H", "H", "C", "C", "O", "H", "H", "H", "H", "H", "H", "C", "C", "O", "H", "H", "H", "H", "H", "H", "C", "C", "O", "H", "H", "H", "H", "H", "H", "C", "C", "O", "H", "H", "H", "H", "H", "H", "C", "C", "O", "H", "H", "H", "H", "H", "H", "C", "C", "O", "H", "H", "H", "H", "H", "H", "C", "C", "O", "H", "H", "H", "H", "H", "H", "C", "C", "O", "H", "H", "H", "H", "H", "H", "C", "C", "O", "H", "H", "H", "H", "H", "H", "C", "C", "O", "H", "H", "H", "H", "H", "H", "C", "C", "O", "H", "H", "H", "H", "H", "H", "C", "C", "O", "H", "H", "H", "H", "H", "H", "C", "C", "O", "H", "H", "H", "H", "H", "H", "C", "C", "O", "H", "H", "H", "H", "H", "H", "C", "C", "O", "H", "H", "H", "H", "H", "H", "C", "C", "O", "H", "H", "H", "H", "H", "H", "C", "C", "O", "H", "H", "H", "H", "H", "H"],
  "coordinates": [[-2.9233, -0.4830, -1.1821], [0.1119, 1.8547, 1.1817], [0.1033, 2.4244, 2.3707], [-0.2977, 2.7222, 0.3225], [1.4237, 1.5230, 0.8559], [-1.0509, 0.4113, 1.2495], [-0.7048, -0.3621, 2.3803], [-2.3851, 1.0239, 1.1463], [-0.9236, -0.4481, -0.1812], [0.5067, -1.3080, -0.5269], [1.4950, -1.1604, 0.4834], [0.1711, -2.5352, -1.1197], [0.9424, -0.2650, -2.0692], [-0.0051, -0.6656, -2.9495], [0.8445, 1.0700, -1.7677], [2.1348, -0.4464, -2.6364], [-3.3008, -2.6142, -2.5037], [-2.0863, -2.2481, -2.3391], [-4.3191, -1.9455, -2.0215], [-3.5686, -3.5790, -3.1288], [-2.6977, 1.3418, -2.8747], [-2.2729, 1.4686, -1.6824], [-3.2523, 0.3116, -3.2462], [-2.5392, 2.1803, -3.6636], [-1.5570, 5.5840, 2.4656], [-0.0949, 5.8405, 2.5088], [0.2178, 6.9824, 3.3539], [-2.1315, 6.4288, 2.0575], [-1.9911, 5.4280, 3.4776], [-1.8086, 4.6658, 1.9149], [0.3370, 6.0952, 1.5107], [0.5056, 4.9745, 2.8013], [0.4958, 6.5859, 4.2103], [0.5011, 6.2479, -1.7024], [1.0798, 6.5430, -3.0653], [1.8924, 5.4514, -3.4841], [1.3136, 5.9998, -0.9966], [-0.1309, 5.3576, -1.7223], [-0.0091, 7.0886, -1.3233], [1.7227, 7.4319, -2.9953], [0.2482, 6.7211, -3.7386], [1.3979, 4.7516, -3.8771], [3.8015, 6.2064, 1.8835], [3.3275, 4.7904, 2.0261], [4.4311, 3.8112, 2.0046], [3.9985, 6.5469, 0.8542], [4.6759, 6.4115, 2.4896], [2.9872, 6.8975, 2.1853], [2.6099, 4.5674, 1.2209], [2.8421, 4.6317, 2.9652], [4.5466, 3.5702, 1.0800], [3.8683, -0.2390, 4.5023], [3.9092, 0.5245, 3.2376], [3.4804, 1.8288, 3.5339], [3.0007, 0.0073, 5.1216], [4.8430, -0.0202, 5.0156], [3.6848, -1.3009, 4.3135], [3.3211, 0.0836, 2.4533], [4.9035, 0.5554, 2.7677], [3.9110, 2.5069, 2.9520], [-0.9203, -9.5527, -0.6405], [0.3859, -8.8506, -0.3239], [0.0004, -7.6218, 0.3223], [-1.4115, -9.9548, 0.2226], [-0.7905, -10.3586, -1.3326], [-1.6262, -8.8425, -1.1721], [0.8674, -8.5642, -1.2306], [1.0436, -9.3408, 0.3287], [0.6894, -6.9756, 0.1865], [-2.8601, -5.0529, -0.0632], [-1.6828, -4.7845, 0.8601], [-1.6022, -3.4391, 1.2715], [-2.7304, -4.3375, -0.9006], [-3.8147, -4.9522, 0.4945], [-2.9039, -6.0289, -0.5193], [-0.7643, -4.9563, 0.2733], [-1.7188, -5.4095, 1.7808], [-1.4242, -3.3340, 2.2453], [-0.2360, 5.2127, 7.2878], [1.1313, 5.6095, 6.7197], [1.1609, 5.1206, 5.3717], [-1.0482, 5.5169, 6.6519], [-0.4014, 5.6091, 8.2903], [-0.3976, 4.1308, 7.3536], [2.0256, 5.1990, 7.2753], [1.3025, 6.6473, 6.7140], [1.5611, 4.2259, 5.4079], [0.8459, -5.7904, -3.2376], [-0.3173, -5.6051, -4.0839], [-1.4306, -6.2820, -3.4694], [1.1791, -6.8149, -3.1617], [0.6503, -5.3512, -2.2447], [1.6846, -5.2231, -3.6542], [-0.1230, -6.1357, -4.9977], [-0.5076, -4.5479, -4.2238], [-1.9676, -5.5659, -3.0850], [-3.6359, -1.5241, 6.4193], [-2.6517, -2.2865, 7.2855], [-2.2218, -3.4681, 6.5980], [-4.4768, -2.1879, 6.2499], [-3.1150, -1.3597, 5.4768], [-3.8309, -0.5237, 6.8487], [-3.0856, -2.6067, 8.2161], [-1.7783, -1.6871, 7.5453], [-1.8277, -4.0670, 7.2233], [4.9931, -4.4519, -3.9999], [5.2582, -3.0120, -3.5491], [6.6049, -2.9544, -3.0937], [5.6454, -4.6788, -4.8423], [3.9683, -4.5216, -4.3655], [5.2683, -5.0798, -3.1472], [4.6164, -2.6600, -2.7347], [5.0283, -2.3147, -4.3628], [6.8929, -2.0993, -2.7645], [2.9175, -4.9337, -0.2376], [3.4487, -5.7318, 0.9620], [4.1773, -6.8259, 0.4640], [3.7012, -4.3973, -0.7623], [2.1532, -4.2142, 0.0357], [2.4377, -5.6085, -0.9407], [2.6010, -6.1501, 1.4730], [4.0199, -5.0598, 1.6597], [4.6822, -6.5999, -0.3500], [1.2731, -3.7658, 2.8343], [0.5411, -3.0421, 3.9725], [-0.7577, -3.4579, 4.0465], [0.7797, -3.5055, 1.8770], [1.1573, -4.8563, 3.0073], [2.3392, -3.5039, 2.7990], [0.6306, -1.9426, 3.8129], [1.0653, -3.3303, 4.9071], [-1.1557, -3.1309, 4.8632], [3.6307, 2.6028, -3.0443], [3.5262, 2.9696, -1.6378], [4.7868, 3.0899, -0.9051], [4.4170, 1.8347, -3.2068], [3.8679, 3.4474, -3.6261], [2.7408, 2.1833, -3.4474], [3.0325, 2.2300, -1.0372], [3.0062, 3.9068, -1.5901], [5.4271, 3.6590, -1.3846], [-3.7178, 4.7955, -1.0396], [-4.6217, 5.6495, -1.9099], [-5.8422, 5.7700, -1.1575], [-3.3903, 5.3249, -0.1595], [-2.8030, 4.4367, -1.5034], [-4.3726, 3.9609, -0.7083], [-4.7468, 5.1216, -2.8695], [-4.1284, 6.6070, -2.1278], [-6.2601, 6.5381, -1.5710], [1.8519, -2.4819, -5.3098], [1.7599, -3.5865, -6.4044], [1.6643, -3.0090, -7.7382], [1.0563, -1.7283, -5.4059], [2.8179, -2.0255, -5.4612], [1.8106, -2.9284, -4.3125], [0.8832, -4.1969, -6.2267], [2.5708, -4.2894, -6.2366], [2.0157, -3.7187, -8.2747], [-2.5943, -1.6120, -6.1003], [-4.0563, -1.9421, -6.1852], [-4.7102, -1.2291, -5.0775], [-2.2165, -1.8632, -5.1322], [-2.4294, -0.5560, -6.3767], [-2.0793, -2.1921, -6.8686], [-4.1813, -3.0280, -6.1327], [-4.4247, -1.5601, -7.1321], [-5.1111, -1.8459, -4.4273], [-6.0197, 2.1471, -2.0399], [-5.8000, 0.7029, -1.6486], [-4.6198, 0.6719, -0.8283], [-5.1508, 2.5143, -2.5865], [-6.1946, 2.7840, -1.1666], [-6.8552, 2.2424, -2.6969], [-5.4778, 0.1431, -2.5462], [-6.5917, 0.2673, -1.1185], [-4.8288, 0.8950, 0.1018], [-6.8104, 3.1621, 2.1900], [-6.4066, 1.6652, 2.3825], [-5.2522, 1.2362, 1.6952], [-7.6527, 3.4031, 2.8110], [-6.9919, 3.4127, 1.1465], [-6.0051, 3.7880, 2.5518], [-7.2053, 1.0340, 2.0522], [-6.2930, 1.4119, 3.4304], [-4.5342, 1.8099, 1.9784], [6.5941, 0.4225, -5.0560], [5.2537, 0.0587, -5.6760], [5.3363, -1.0006, -6.5847], [6.3932, 1.1186, -4.2566], [7.2215, 0.8310, -5.8778], [6.9714, -0.5409, -4.6204], [4.8567, 0.9211, -6.1809], [4.5723, -0.2673, -4.8489], [6.2133, -1.2899, -6.8209], [-4.0033, -1.3720, 2.8264], [-4.3465, -1.8055, 1.4063], [-3.2550, -1.5529, 0.4829], [-4.7697, -1.5931, 3.5517], [-3.8955, -0.3146, 2.9530], [-3.0844, -1.8133, 3.1847], [-5.1949, -1.2589, 1.0529], [-4.5442, -2.8761, 1.4412], [-2.5114, -2.2071, 0.7091], [0.2677, 1.3894, 5.7888], [1.4759, 1.7439, 6.5949], [2.2898, 2.6677, 5.8961], [-0.2232, 2.2247, 5.3290], [-0.4061, 0.9083, 6.5181], [0.4934, 0.6277, 5.0242], [2.0375, 0.8294, 6.8861], [1.1730, 2.2417, 7.4971], [2.6691, 2.2726, 5.1011], [-3.8042, 1.9122, 5.2617], [-3.1257, 2.9174, 4.3250], [-4.0473, 3.4645, 3.3992], [-4.2193, 1.2053, 4.5531], [-4.6119, 2.4451, 5.7570], [-3.0924, 1.4111, 5.8845], [-2.3692, 2.4262, 3.7302], [-2.6803, 3.6391, 5.0028], [-3.5330, 4.1387, 2.9554], [5.2059, -1.3464, 0.7569], [4.6452, -0.3446, -0.2759], [5.7483, 0.0910, -1.1058], [6.0180, -0.8479, 1.2675], [5.5118, -2.2423, 0.2220], [4.3926, -1.5251, 1.4588], [4.2704, 0.5146, 0.3246], [3.8969, -0.6850, -1.0002], [5.5434, 1.0315, -1.2992], [0.1297, 1.1466, -5.9389], [0.1408, 2.6287, -5.7087], [0.4969, 3.0129, -4.3412], [-0.0755, 0.8968, -6.9411], [-0.5709, 0.6705, -5.2748], [1.1041, 0.6851, -5.7148], [-0.8460, 3.0211, -5.9597], [0.8604, 3.2943, -6.2019], [-0.1125, 2.5595, -3.6812]],
  "mulliken_spin": [1.88, 0.00, 0.00, 0.00, 0.00, -0.01, -0.01, 0.05, 0.00, -0.01, 0.00, 0.01, 0.01, 0.02, 0.00, 0.00, 0.01, 0.02, -0.01, 0.00, 0.01, 0.00, -0.03, 0.01, 0.00, 0.00, 0.00, 0.00, 0.00, 0.00, 0.00, 0.00, 0.00, 0.00, 0.00, 0.00, 0.00, 0.00, 0.00, 0.00, 0.00, 0.00, 0.00, 0.00, 0.00, 0.00, 0.00, 0.00, 0.00, 0.00, 0.00, 0.00, 0.00, 0.00, 0.00, 0.00, 0.00, 0.00, 0.00, 0.00, 0.00, 0.00, 0.00, 0.00, 0.00, 0.00, 0.00, 0.00, 0.00, 0.00, 0.00, 0.00, 0.00, 0.00, 0.00, 0.00, 0.00, 0.00, 0.00, 0.00, 0.00, 0.00, 0.00, 0.00, 0.00, 0.00, 0.00, 0.00, 0.00, 0.00, 0.00, 0.00, 0.00, 0.00, 0.00, 0.00, 0.00, 0.00, 0.00, 0.00, 0.00, 0.00, 0.00, 0.00, 0.00, 0.00, 0.00, 0.00, 0.00, 0.00, 0.00, 0.00, 0.00, 0.00, 0.00, 0.00, 0.00, 0.00, 0.00, 0.00, 0.00, 0.00, 0.00, 0.00, 0.00, 0.00, 0.00, 0.00, 0.00, 0.00, 0.00, 0.00, 0.00, 0.00, 0.00, 0.00, 0.00, 0.00, 0.00, 0.00, 0.00, 0.00, 0.00, 0.00, 0.00, 0.00, 0.00, 0.00, 0.00, 0.00, 0.00, 0.00, 0.00, 0.00, 0.00, 0.00, 0.00, 0.00, 0.00, 0.00, 0.00, 0.00, 0.00, 0.00, 0.00, 0.00, 0.00, 0.00, 0.00, 0.00, 0.04, 0.00, 0.00, 0.00, -0.01, 0.00, 0.01, 0.00, 0.00, 0.00, 0.00, 0.00, 0.00, 0.00, 0.00, 0.00, 0.00, 0.00, 0.00, 0.00, 0.00, 0.00, 0.00, 0.00, 0.00, 0.01, 0.00, -0.02, 0.00, 0.00, 0.00, 0.00, 0.00, 0.01, 0.00, 0.00, 0.00, 0.00, 0.00, 0.00, 0.00, 0.00, 0.00, 0.00, 0.00, 0.00, 0.00, 0.00, 0.00, 0.00, 0.00, 0.00, 0.00, 0.00, 0.00, 0.00, 0.00, 0.00, 0.00, 0.00, 0.00, 0.00, 0.00, 0.00, 0.00, 0.00, 0.00, 0.00, 0.00, 0.00],
  "lumo_energy_ev": [-0.872, -0.038],
  "charge": 0,
  "s_squared": 2.01,
  "multiplicity": 3
}